Run A
Formula: C2H3N3O
Source: OMol25
Level of theory: wB97M-V/def2-TZVPD

Calculated values
- spin multiplicity = 3
- frontier orbital gap (spin up / spin down) (hartree) = 0.36577 / 0.24582

Atoms and positions in Å:
C1 0.6890 -0.0039 -0.0255
C2 1.3498 -0.5745 1.0871
N1 2.3840 -1.3071 0.7776
N2 2.4449 -1.1855 -0.4513
N3 -2.0744 0.8282 -0.0198
O1 1.3745 -0.3848 -1.0275
H1 -1.9120 1.8138 0.1299
H2 -2.9995 0.5566 -0.1414
H3 -1.2563 0.2572 -0.3291



Run B
Formula: C2H3N3O
Source: OMol25
Level of theory: wB97M-V/def2-TZVPD

Calculated values
- spin multiplicity = 3
- frontier orbital gap (spin up / spin down) (hartree) = 0.31376 / 0.26892

Atoms and positions in Å:
C1 -0.6930 0.1462 -0.2929
C2 -0.1273 -0.9383 -1.1563
N1 1.3049 -1.0724 -1.3298
N2 0.8003 -1.9087 -0.6112
N3 0.1061 0.5563 0.7183
O1 -1.7900 0.6071 -0.5056
H1 -0.7664 -1.2556 -1.9712
H2 1.0195 0.1730 0.8886
H3 -0.2306 1.2853 1.3240



Quick one: least stable of them? run A